ORCA calculation (ωB97M-V/def2-TZVPD) on a single C5H8O molecule.

Charge   0
M   84.1 g/mol
Orbital gap   0.3077 Ha
E_LUMO   0.005 Ha
Energy relative to the best compared isomer or geometry (same formula, charge and spin)   96.4 kcal per mole
Total energy   -7358.07352 eV

Bonds (Å) are listed after each position.
Positions of all 14 atoms, in Å:
1 C 1.41658 0.14849 -0.16490  C2 1.488, C6 1.531, H7 1.111, H8 1.098
2 C 0.69005 1.37255 0.27017  C1 1.488, C3 1.494
3 C -0.77926 1.10357 0.27378  C2 1.494, C4 1.535, H10 1.104, H11 1.111
4 C -1.32136 -0.15943 -0.40977  C3 1.535, O5 1.423, H12 1.098, H13 1.094
5 O -0.51864 -1.32688 -0.27240  C4 1.423, C6 1.408
6 C 0.74925 -1.14394 0.31247  C1 1.531, O5 1.408, H9 1.101, H14 1.093
7 H 1.32127 0.19596 -1.27085  C1 1.111
8 H 2.49174 0.18748 0.05229  C1 1.098
9 H 0.67012 -1.11608 1.41019  C6 1.101
10 H -1.31351 1.99224 -0.10474  C3 1.104
11 H -1.00865 1.12371 1.36098  C3 1.111
12 H -1.43522 0.05313 -1.48134  C4 1.098
13 H -2.31501 -0.41332 -0.02840  C4 1.094
14 H 1.35263 -2.01749 0.05252  C6 1.093

Okay, here come the Löwdin numbers, in e, for every atom:
1 C -0.2262
2 C 0.0634
3 C -0.2336
4 C -0.2090
5 O -0.1441
6 C -0.2240
7 H 0.1456
8 H 0.1005
9 H 0.1231
10 H 0.1145
11 H 0.1329
12 H 0.1181
13 H 0.1163
14 H 0.1224